10
Properties=species:S:1:pos:R:3:forces:R:3 method="wB97M-V/def2-TZVPD" smiles="[H]/N=C/[P@@]1(=O)CO1" e_lumo_ev=0.0 e_tot_ev=-17010.352 mol_weight_g_mol=105.0 homo_ev=-9.74 relative_energy_ev=3.0577
H 0.455417 -2.684512 1.980481 0.623 2.426 -1.481
N 0.369541 -1.682793 1.536468 -1.409 -2.426 2.217
C 0.511997 -1.473056 0.342072 1.730 1.671 -3.130
P 0.039248 0.225521 -0.629906 0.259 0.485 -0.046
O 0.348336 -0.018790 -2.054985 0.147 -0.489 0.416
C -0.796169 1.753813 -0.241814 -3.166 -1.750 2.650
O 0.567511 1.642843 0.041165 1.941 -0.480 0.093
H 1.134545 -1.917585 -0.544753 -1.411 -0.193 1.597
H -1.137171 2.273245 -1.094233 0.069 0.872 -0.996
H -1.493256 1.881314 0.665507 1.218 -0.115 -1.321



10
Properties=species:S:1:pos:R:3:forces:R:3 method="wB97M-V/def2-TZVPD" e_lumo_ev="4.0 / 4.0" e_tot_ev=-18556.033 total_charge=-1 mol_weight_g_mol=106.1 homo_ev="-3.54 / -2.45" relative_energy_ev=4.5300
C -0.301718 0.008532 -0.348592 1.715 -2.017 -0.653
C 2.042511 0.364105 0.732484 -0.331 -0.247 -3.589
N 0.002121 -0.943127 -1.103670 -0.931 1.164 0.239
O -2.534306 -0.547778 1.075347 -0.456 -0.301 -0.599
O -2.749683 0.833086 -1.067963 -0.491 -0.724 0.066
S -2.183474 0.636935 0.279261 0.862 1.057 0.323
H 2.357430 -0.415070 -0.042822 -0.476 1.495 1.271
H 2.117738 1.434047 0.513943 0.152 -0.573 0.046
H 1.923669 0.052339 1.706627 -0.247 -0.574 1.979
H -0.674286 -1.423067 -1.744618 0.204 0.720 0.917



10
Properties=species:S:1:pos:R:3:forces:R:3 method="wB97M-V/def2-TZVPD" e_lumo_ev="4.2 / 4.2" e_tot_ev=-9767.215 total_charge=-1 mol_weight_g_mol=90.1 homo_ev="-2.01 / -1.97" relative_energy_ev=6.5940
C 0.187577 -0.816776 0.273039 -2.091 -0.536 1.104
C 1.257480 0.178217 -0.002010 4.627 -3.235 0.857
N -1.505304 0.285014 0.590308 1.663 -0.557 0.699
O -2.277288 0.049043 -0.775615 0.065 0.313 -0.482
O -1.114444 1.455685 0.711993 -0.437 -0.622 -0.562
O 0.203874 -1.978649 0.643428 0.627 1.476 -0.647
H 2.245139 0.180805 0.741770 -2.370 -0.350 -1.346
H 1.757264 -0.145278 -0.976072 -1.006 0.980 0.881
H 0.837130 1.106592 0.139277 -0.966 2.454 -0.604
H -1.591425 -0.314653 -1.346120 -0.113 0.077 0.101